Entry 1:
A molecular structure, C20H44AlNO2P3. Source: OMol25; level of theory: the ωB97M-V functional and the def2-TZVPD basis.

Structure (XYZ):
```
71
Properties=species:S:1:pos:R:3:forces:R:3:mulliken_charge:R:1
P 2.6565 0.2014 1.5931 1.0 -0.2 0.5 0.946
P -2.0961 0.6369 0.0757 -1.4 0.0 -0.9 1.100
P 0.5411 -1.9349 -0.2447 0.2 -0.7 -1.0 1.222
Al 0.1810 0.1109 0.9419 -0.3 -0.5 1.4 -0.039
O -0.6574 -0.0880 -3.8841 0.6 -1.1 0.3 -0.346
O -0.4646 -0.3062 2.6442 0.3 -0.5 -0.5 -0.688
N -0.8861 -1.3371 4.6015 0.6 0.0 -1.5 0.134
C -2.2778 0.5943 -1.7315 0.4 -0.1 0.1 -1.300
C -1.3961 2.9737 -5.7365 0.1 -0.5 -0.1 -0.585
C 0.2214 2.2373 1.5216 0.8 2.9 -1.1 -0.217
C 1.6870 -3.2007 0.4018 0.0 0.0 0.3 -1.322
C -0.6906 0.7955 -4.9405 0.3 0.8 -1.4 0.973
C -3.4015 -0.4935 0.6502 0.2 -0.1 0.4 -1.214
C -0.5358 -2.3529 5.5922 0.3 -0.7 0.4 -0.792
C 0.0513 0.5801 -6.1203 -0.4 0.4 0.7 -0.744
C 3.2071 -1.0690 2.7963 -0.2 -0.2 -0.1 -1.301
C -1.4622 1.9519 -4.7820 0.5 -0.2 0.0 -0.177
C 0.7258 2.6589 0.2957 -0.8 0.0 2.0 -0.742
C -0.2601 -1.2978 3.4517 -0.6 0.7 0.5 0.172
C -2.8466 2.2781 0.4085 0.4 0.0 0.5 -1.510
C -1.9731 -0.3823 4.8793 0.0 0.2 0.2 -0.628
C 3.8429 0.0640 0.2101 -0.1 0.1 -0.1 -1.429
C -0.9491 -2.9017 -0.6522 -0.2 0.0 0.1 -1.309
C 3.2747 1.6779 2.4912 -0.3 0.1 -0.1 -1.451
C 0.0768 1.5919 -7.0869 -0.2 0.1 0.1 -0.479
C -0.6244 2.7936 -6.8894 0.0 -0.1 0.2 -0.575
C 1.2792 -1.4619 -1.8393 0.0 0.0 0.0 -0.861
H 2.7349 -2.8738 0.3389 -0.4 -0.1 0.0 0.367
H 4.3041 -1.0237 2.8825 -0.4 0.0 0.0 0.514
H -1.5365 -3.0802 0.2608 0.1 0.0 -0.3 0.372
H 1.5620 -4.1070 -0.2100 0.1 0.3 0.2 0.557
H 2.9089 -2.0794 2.4909 0.2 0.3 0.1 0.313
H 0.6673 -0.6790 -2.3043 0.1 -0.2 0.2 -0.236
H 3.5979 0.8160 -0.5523 0.2 -0.2 0.1 0.373
H 0.0677 -0.7380 -3.9813 -0.7 0.6 -0.7 0.318
H 2.2970 -1.0690 -1.7064 -0.3 -0.2 -0.1 0.191
H -1.5985 0.6496 4.8849 -0.1 -0.3 0.1 0.270
H -4.3650 -0.1557 0.2457 0.2 -0.1 0.1 0.499
H -0.5742 3.5928 -7.6317 0.0 -0.3 0.2 0.390
H 4.8547 0.2608 0.5901 -0.2 -0.1 -0.1 0.537
H 0.4499 -2.1502 6.0377 -0.4 0.1 -0.1 0.337
H -2.1488 3.0824 0.1531 -0.3 0.0 0.0 0.402
H 0.5894 -0.3641 -6.2493 -0.1 0.4 -0.1 0.344
H 2.9432 2.6052 2.0161 0.3 0.0 0.1 0.434
H 0.6467 1.4405 -8.0086 -0.2 0.1 0.4 0.377
H 2.9038 1.6524 3.5243 0.1 0.1 -0.2 0.402
H -2.1974 -0.4233 -2.1335 0.0 0.4 0.1 0.414
H 0.8853 2.2715 2.3939 -0.1 -0.5 -0.4 0.406
H 1.4409 -3.4483 1.4444 0.1 -0.1 -0.3 0.390
H -2.0822 2.0436 -3.8930 0.1 0.2 -0.3 0.309
H -1.5787 -2.3965 -1.3984 0.2 -0.1 0.2 0.321
H 1.8012 2.7912 0.1478 -0.3 -0.3 -0.1 0.242
H -2.3595 -0.6482 5.8653 -0.1 0.3 -0.3 0.332
H -0.6283 -3.8745 -1.0552 -0.1 0.3 0.1 0.582
H -2.7715 -0.4716 4.1262 0.4 -0.1 0.3 0.214
H 2.7686 -0.8488 3.7812 0.2 -0.1 -0.3 0.362
H -3.7564 2.3820 -0.1968 0.3 -0.1 0.2 0.548
H 0.4328 -2.1050 3.1603 -0.2 0.3 0.5 0.373
H 0.0655 3.0100 -0.4990 0.1 -0.4 0.0 0.233
H -0.8261 2.4457 1.7725 0.3 -0.5 -0.3 0.486
H -3.1081 2.3533 1.4703 0.0 0.1 -0.2 0.420
H -1.2931 -2.3201 6.3749 0.2 -0.2 -0.1 0.275
H -3.2041 -1.5181 0.3169 -0.1 0.2 0.1 0.342
H -1.9559 3.8954 -5.5583 0.2 -0.3 -0.2 0.386
H 3.8169 -0.9295 -0.2535 0.1 0.3 0.2 0.359
H 1.3126 -2.3555 -2.4805 0.0 0.3 0.1 0.655
H -1.4666 1.1916 -2.1641 -0.3 -0.2 0.0 0.024
H -3.2428 1.0276 -2.0304 0.2 -0.2 0.2 0.665
H 4.3725 1.6488 2.5068 -0.3 0.0 0.0 0.509
H -0.5116 -3.3507 5.1278 -0.1 0.3 0.2 0.363
H -3.4422 -0.4709 1.7459 -0.1 -0.1 -0.2 0.192
```
Forces are in eV/Å.

2S+1 = 1
Maximum force = 0.062 Eh/bohr
Total energy = -61478.72169 eV
Relative energy (zero: lowest compared OMol25 entry of this formula, charge and spin) = 0.0000 eV
Highest occupied orbital energy = -14.7 eV
Total charge = +3
Lowest unoccupied orbital energy = -10.13 eV

---

Entry 2:
A molecular structure, C20H44FeNO2P3. Source: OMol25; level of theory: the ωB97M-V functional and the def2-TZVPD basis.

Structure (XYZ):
```
71
Properties=species:S:1:pos:R:3:forces:R:3:mulliken_spin:R:1
Fe -0.1347 -0.5567 0.1399 2.5 0.3 -0.8 3.714
P -1.5833 -2.1019 0.8741 -4.2 -3.2 1.9 0.115
P 0.3952 0.2715 2.2512 0.1 2.1 3.2 0.000
P -0.8524 -0.5356 -2.0686 -1.8 0.9 -3.4 -0.010
O 1.2439 0.9801 -0.4651 -0.9 1.7 0.0 0.359
O 0.8362 -2.4237 0.2111 0.1 -2.3 -0.3 0.064
N 0.9544 -4.9901 0.3916 -0.3 3.1 0.0 0.024
C -0.3136 -5.8414 0.3395 -1.1 -1.1 -0.7 0.001
C -1.1926 -3.1231 2.3712 0.6 0.3 0.1 0.027
C 1.7277 8.6896 -2.2085 0.1 -0.3 0.0 0.001
C 0.0790 0.6235 -3.1483 0.4 0.2 0.6 0.005
C 2.0727 -5.9124 0.5845 2.0 -0.8 0.1 -0.002
C -2.1154 -3.5093 -0.2059 0.4 0.7 -0.7 0.031
C 2.0620 4.5005 -0.8345 0.8 -0.9 0.0 -0.001
C -1.0152 1.0790 3.1116 -0.2 -0.2 -0.5 0.013
C 2.1883 3.1201 -0.7216 0.8 1.2 -0.3 0.168
C -2.5676 0.0917 -2.3199 0.1 0.0 0.7 0.012
C 1.3969 -3.5922 0.2578 -2.0 -2.3 0.6 -0.006
C 1.6134 1.6529 2.2732 0.2 -0.2 -0.6 0.017
C 0.8064 5.1158 -0.7855 0.4 0.1 0.0 0.206
C 1.0517 2.2862 -0.5529 0.7 -1.8 -0.2 0.239
C -0.2106 2.9255 -0.5066 -0.9 1.1 0.1 0.027
C 1.0496 -0.7570 3.6429 -0.1 -0.8 -0.6 -0.006
C -0.3221 4.3104 -0.6222 -1.0 -1.5 0.2 0.061
C 2.9855 8.4101 -2.5409 -0.2 -0.2 0.1 0.001
C -3.2463 -1.4585 1.3532 0.4 0.4 -0.2 0.033
C -0.8688 -2.0030 -3.1999 0.5 -0.6 0.7 -0.004
H -0.2807 -2.7684 2.8526 -0.1 -0.2 0.1 0.001
H 1.7126 -1.5385 3.2630 0.0 0.1 0.2 0.001
H 1.1312 2.5624 1.9100 0.0 0.0 0.1 0.006
H -1.2333 -4.0626 -0.5402 -0.5 0.4 -0.1 -0.006
H -1.7500 -1.9674 -3.8502 0.1 0.2 0.3 -0.001
H -1.0364 -4.1622 2.0685 0.0 0.4 0.1 0.005
H -1.3900 0.4912 0.2888 1.0 -0.7 -0.2 -0.132
H 2.4740 -3.4983 0.2560 0.4 -0.8 0.0 0.003
H 1.8025 -6.9895 0.7121 -0.3 1.2 -0.2 0.000
H -3.1397 -0.7679 2.1942 -0.1 -0.1 -0.1 -0.002
H -1.0888 2.3013 -0.3667 0.0 0.3 -0.1 -0.007
H 1.9816 1.8122 3.2928 -0.3 -0.1 -0.2 0.002
H -0.6676 1.7333 3.9194 0.0 -0.2 -0.2 0.001
H -1.5723 1.6646 2.3759 0.0 0.1 0.2 -0.003
H -0.8750 -2.9415 -2.6436 0.0 0.0 -0.2 0.003
H -1.3105 4.7648 -0.5829 0.2 -0.1 0.0 0.004
H 1.4517 8.9648 -1.1938 0.1 0.1 -0.1 0.000
H 2.4546 1.4322 1.6127 0.0 0.0 0.2 -0.002
H 2.9569 5.1065 -0.9607 -0.2 -0.1 0.0 0.003
H 2.6142 -5.6511 1.5114 0.0 0.0 -0.6 0.001
H 2.7174 -5.8931 -0.3104 0.0 0.1 0.6 0.001
H -2.7727 -4.1925 0.3434 0.1 0.4 0.0 0.007
H -1.1835 -5.6889 0.9857 0.4 1.3 -0.1 0.000
H -3.9359 -2.2630 1.6332 0.2 0.1 -0.1 0.003
H -2.6475 -3.1405 -1.0859 -0.1 0.0 0.1 0.001
H -0.1651 1.6537 -2.8804 0.0 -0.1 -0.1 0.003
H -1.6816 0.3137 3.5180 0.0 0.1 0.0 0.001
H 1.1513 0.4849 -2.9959 -0.1 0.0 -0.2 0.000
H -2.7706 0.2952 -3.3773 0.2 -0.1 0.2 0.000
H 1.6083 -0.1270 4.3434 -0.2 0.1 -0.3 -0.001
H -2.0154 -3.0898 3.0943 0.1 0.1 -0.2 0.000
H -3.2981 -0.6301 -1.9458 0.0 0.0 -0.1 0.000
H 3.7911 8.4450 -1.8118 -0.1 0.1 -0.1 0.000
H -0.6821 -5.9878 -0.6990 0.4 0.6 0.5 0.001
H -3.6551 -0.8949 0.5103 -0.2 0.0 0.1 -0.001
H 0.0247 -1.9761 -3.8299 0.0 0.0 0.2 -0.001
H 0.9221 8.6548 -2.9375 0.1 0.1 0.0 0.000
H 3.1663 2.6467 -0.7656 -0.1 0.1 0.0 -0.001
H -2.6755 1.0119 -1.7404 -0.1 0.0 -0.2 -0.002
H -0.1943 -6.9017 0.6528 1.3 0.8 -0.2 0.001
H 0.7122 6.1942 -0.8723 0.1 -0.1 0.0 0.020
H 0.2252 -1.2296 4.1840 0.1 0.1 -0.1 0.000
H 3.2615 8.1350 -3.5556 -0.1 0.1 0.1 0.000
H -0.1781 0.4420 -4.1980 -0.1 -0.1 0.3 0.001
```
Forces are in eV/Å.

2S+1 = 6
Maximum force = 0.110 Eh/bohr
⟨S²⟩ = 8.908
Total energy = -89261.08314 eV
Relative energy (zero: lowest compared OMol25 entry of this formula, charge and spin) = 0.8172 eV
Highest occupied orbital energy (spin up / spin down) = -15.3 / -15.3 eV
Total charge = +3
Lowest unoccupied orbital energy (spin up / spin down) = -11.69 / -11.63 eV

---

Entry 3:
A molecular structure, C20H44GaNOP3S. Source: OMol25; level of theory: the ωB97M-V functional and the def2-TZVPD basis.

Structure (XYZ):
```
71
Properties=species:S:1:pos:R:3:forces:R:3:mulliken_charge:R:1
Ga 2.7178 0.2408 -0.0458 -2.1 1.3 0.2 0.594
S 0.3465 -0.5049 -2.0800 2.2 0.5 1.1 0.016
P -2.7366 0.5288 -2.8265 0.6 -0.7 0.1 1.234
P 2.2469 -0.9129 2.1580 0.4 -1.7 2.0 1.151
P -1.6909 0.3646 1.7955 -0.4 -0.2 0.3 0.670
O 1.3664 2.2025 0.2273 0.4 -0.9 0.6 -0.600
N 0.8848 4.2283 1.1317 0.3 -1.7 0.0 0.203
C -2.9236 -1.0009 1.9195 0.2 0.0 0.0 -1.238
C 2.6056 -3.6314 -0.9222 0.2 0.8 -0.1 -0.869
C 2.6128 -1.2585 -4.1632 -0.5 -0.1 -0.8 -0.586
C 0.8767 -2.0042 -1.5158 0.1 -0.4 -0.1 1.450
C -4.1849 -0.2174 -2.0952 -0.6 -0.1 0.2 -1.104
C 2.0990 -0.1537 3.8277 0.0 1.2 -0.2 -1.042
C 0.2776 -4.3217 -1.1369 0.0 -0.2 -0.1 -0.729
C 2.2378 -2.3115 -1.1866 0.0 -0.7 -0.2 -0.404
C 3.9422 -1.6375 2.2445 0.1 0.0 -0.3 -1.314
C 0.7038 4.7730 -0.2127 0.1 0.2 -0.3 -0.773
C 0.9551 5.0828 2.3176 -0.2 0.1 0.9 -0.883
C 1.1380 -2.3676 2.4520 -0.6 0.0 -0.9 -0.854
C 1.1275 2.9160 1.2492 -0.1 0.9 -0.6 0.237
C 1.6370 -4.6423 -0.9690 -0.1 -0.4 0.5 -0.571
C -1.4660 0.6033 3.6152 0.2 0.0 -0.2 -1.399
C -2.7669 0.5276 -4.6129 0.0 0.1 -0.3 -1.210
C 2.1733 -2.4990 -4.4027 0.3 0.3 -0.4 -0.436
C -2.8897 1.7370 1.5614 0.2 0.2 -0.1 -1.082
C -0.0992 -3.0322 -1.4881 0.5 -0.4 0.1 -0.941
C -2.3093 2.1464 -2.1604 -0.3 0.4 0.0 -0.952
H -0.4807 -5.1003 -1.0201 0.3 0.2 -0.3 0.479
H 1.8940 -0.9161 4.6012 0.2 0.1 -0.6 0.423
H 1.8124 4.7882 2.9426 -0.3 0.2 -0.3 0.359
H -3.9704 -1.2753 -1.8760 -0.1 0.4 -0.2 0.373
H 3.0724 -1.6097 -1.4116 -0.7 -0.3 0.1 0.411
H -2.0793 1.3082 -4.9567 -0.2 -0.1 -0.1 0.426
H 0.8117 5.8533 -0.1786 0.0 0.0 0.0 0.332
H -0.9034 1.5303 3.7929 -0.2 -0.2 0.1 0.327
H 1.0547 2.5039 2.2851 0.4 0.3 -0.7 0.280
H -1.1121 -2.7962 -1.8171 0.2 -0.2 0.4 0.478
H -2.4651 0.6874 4.0674 0.4 0.0 0.1 0.521
H -3.4373 -1.1593 0.9624 0.1 0.0 0.2 0.249
H 1.0809 6.1275 2.0208 0.0 -0.3 0.0 0.304
H 0.0518 5.0026 2.9432 0.2 0.1 -0.4 0.334
H -4.3931 0.2895 -1.1434 -0.1 -0.2 -0.2 0.306
H 3.0383 0.3625 4.0696 -0.3 -0.1 0.0 0.508
H -0.2853 4.5364 -0.6225 0.1 0.0 0.3 0.219
H 4.5527 -1.3219 1.3803 -0.1 -0.2 0.4 0.403
H 1.2856 0.5827 3.8433 0.2 -0.2 0.1 0.040
H -1.6646 -0.3167 -2.3876 -1.1 0.6 -0.5 -0.480
H 3.6821 -1.0389 -4.0719 -0.4 -0.1 0.3 0.323
H -0.9233 -0.2434 4.0587 -0.2 0.3 0.0 0.370
H -3.0702 2.4055 -1.4199 0.2 0.1 0.0 0.358
H 1.9120 -0.3940 -4.2221 0.7 -0.7 -0.1 0.228
H 0.1092 -2.0201 2.6599 0.5 -0.1 -0.1 0.065
H -5.0669 -0.1532 -2.7532 0.3 0.0 0.3 0.428
H -2.3453 2.6609 1.3411 -0.2 0.0 0.0 0.256
H -3.7880 0.7693 -4.9310 0.2 0.0 -0.1 0.426
H -3.4660 1.8728 2.4823 -0.1 0.0 -0.2 0.464
H -3.5727 1.5143 0.7362 0.1 0.1 0.1 0.226
H 1.0999 -3.0128 1.5615 0.0 0.1 0.3 0.107
H 1.4934 -2.9533 3.3249 0.1 0.5 -0.5 0.534
H 1.1577 -2.7141 -4.7554 0.2 0.2 0.5 0.232
H -2.4612 -0.4322 -5.0505 -0.2 0.2 0.3 0.390
H 3.8783 -2.7375 2.2445 0.1 0.4 0.0 0.348
H -2.3184 2.9312 -2.9333 0.0 -0.4 0.2 0.475
H -1.3221 2.1023 -1.6778 -0.3 0.0 -0.1 0.121
H 2.8330 -3.3717 -4.3773 -0.1 0.4 -0.1 0.292
H 1.4403 4.3505 -0.9002 0.0 0.1 0.2 0.302
H -3.6533 -0.7283 2.6919 0.0 -0.2 -0.2 0.410
H 1.9506 -5.6929 -0.8489 -0.3 0.6 0.0 0.452
H 3.6657 -3.8396 -0.7171 -0.6 -0.2 -0.3 0.526
H 4.4271 -1.2832 3.1690 -0.1 -0.2 -0.4 0.425
H -2.4070 -1.9242 2.2125 -0.3 0.1 -0.1 0.381
```
Forces are in eV/Å.

2S+1 = 1
Maximum force = 0.051 Eh/bohr
Total energy = -116040.51764 eV
Relative energy (zero: lowest compared OMol25 entry of this formula, charge and spin) = 1.8461 eV
Highest occupied orbital energy (spin up / spin down) = -16.4 / -16.4 eV
Total charge = +3
Lowest unoccupied orbital energy (spin up / spin down) = -12.16 / -11.04 eV